This record from the OMol25 dataset describes a 6-piece molecular cluster, C26H35Br10FN2O overall in a non-equilibrium geometry. The level of theory is wB97M-V/def2-TZVPD.

Results
Multiplicity: 1
HOMO: -8.83 eV
Structure (SMILES): C=C[C@](C#N)(Cc1ccccc1C)[C@H](C#N)CC(=O)F.BrCCBr.BrCCBr.BrCCBr.BrCCBr.BrCCBr
LUMO: 0.108 eV

Each line ends with the Löwdin charge.
Atoms and positions in Å:
1 H -0.52426 -0.97366 1.32759  0.057
2 H -5.80200 0.29447 4.56370  0.049
3 H 2.59777 -0.76998 8.78002  0.049
4 C -1.44311 -0.52094 -1.57556  -0.045
5 C -2.57045 0.47420 -1.44012  -0.182
6 Br -0.76272 2.88631 6.21560  0.648
7 C 3.61773 -4.84061 -3.25118  -0.725
8 H -1.85546 0.77297 -4.25511  0.065
9 Br 0.31215 -0.56157 9.74110  0.596
10 H 1.29546 -1.16464 1.69603  0.056
11 C 0.84859 0.23893 -2.52107  -0.246
12 N -0.13851 2.19308 0.15666  0.228
13 C 1.37442 -0.09101 7.12154  -0.730
14 H -3.90089 -0.59987 6.08374  0.061
15 Br 2.64730 -1.63022 -4.66077  0.808
16 H 0.62278 4.67008 5.22541  0.058
17 Br -4.81241 2.51775 4.04729  0.611
18 C -4.28592 1.84700 -2.43410  -0.053
19 H 1.85281 -2.13543 -7.45748  0.050
20 C 1.78819 -0.07942 8.56769  -0.695
21 C 2.27740 -0.07450 -2.32697  -0.354
22 H 0.41566 0.38589 6.95376  -0.017
23 H -3.00092 -0.57540 -4.11187  0.086
24 C 0.65221 1.65309 -3.12068  -0.042
25 H -0.32513 2.07052 -2.87370  0.136
26 C 0.63960 3.59415 5.06549  -0.674
27 H -4.80458 2.22059 -3.31008  0.107
28 C 4.50250 -6.00859 -2.90962  -0.700
29 H 1.28713 -1.87998 -0.85364  0.086
30 H -5.48987 1.23111 6.03816  0.058
31 H -2.50200 0.56144 0.68348  0.094
32 C 0.00315 -0.01945 -1.22286  -0.331
33 H -1.66651 -1.35809 -0.91303  0.129
34 H 4.32765 -0.75568 -6.26914  0.057
35 C -3.01473 0.92480 -0.20286  -0.048
36 Br -3.19852 -0.78939 3.72918  0.608
37 H -5.50712 3.01308 -1.07598  0.103
38 C -3.77396 0.16602 5.32159  -0.690
39 Br 1.23124 -1.90358 6.42830  0.601
40 H 5.26945 -6.13430 -3.67069  0.058
41 H 3.94960 -6.93522 -2.79472  0.049
42 H 0.49379 -0.47276 -3.26706  0.096
43 C 2.87651 -1.78131 -7.51870  -0.694
44 H 2.76924 0.07164 -6.44686  0.060
45 Br 2.00931 -4.81464 -2.15128  0.602
46 O 2.29092 2.84994 -1.80200  0.184
47 H -1.43045 -0.93881 -2.57999  0.106
48 C 0.38219 3.26450 3.62161  -0.677
49 C -4.69540 2.30704 -1.19168  -0.073
50 H 1.58000 3.19100 5.42706  0.047
51 H -4.32534 2.13883 0.94131  0.068
52 C -3.23483 0.94733 -2.58311  -0.223
53 H 0.63914 1.52890 -4.20670  0.122
54 C 0.02663 1.21699 -0.42433  -0.200
55 C 0.70164 -1.10619 -0.36637  -0.101
56 C -4.04939 1.83156 -0.05882  -0.068
57 C 3.25586 -0.89777 -6.36036  -0.641
58 F 2.12121 3.33034 -3.93379  0.088
59 C 0.49634 -1.10557 0.96520  -0.002
60 Br 4.01239 -3.35727 -7.61661  0.611
61 H -2.95965 0.82628 5.60393  0.006
62 C -2.87919 0.50283 -3.98253  -0.043
63 H 2.12932 0.39166 6.50355  0.051
64 C -5.06998 0.89629 5.09215  -0.688
65 H -0.64948 3.42411 3.32452  0.053
66 C 1.75656 2.63125 -2.82774  -0.458
67 H -3.53484 0.96511 -4.71963  0.077
68 Br 5.46901 -5.71952 -1.24693  0.609
69 N 3.36442 -0.17451 -1.96926  0.197
70 H 4.10872 -3.88321 -3.11120  0.026
71 Br 0.80184 1.40783 3.24363  0.666
72 H 3.26378 -4.91804 -4.27718  0.042
73 H 2.07736 0.92486 8.87030  0.056
74 H 3.02493 -1.25822 -8.46106  0.059
75 H 1.03592 3.84413 2.97334  0.063

Cartesian forces (eV/Å) of the 2 atoms listed first:
0.3300 1.5107 0.2579
0.0306 -0.0331 -0.0080